Version 1
DFT (ωB97M-V/def2-TZVPD) results for a single C3H2N2O2 molecule.

Properties
Spin multiplicity ... 1
Frontier orbital gap ... 9.22 eV
SMILES string ... [H]/N=C1/N=COC1=O
HOMO level ... -10.4 eV
Total charge ... 0

Cartesian coordinates (Å):
C  0.56  -0.34  -0.41
C  0.18  0.99  1.14
C  -0.94  -0.29  -0.17
H  0.63  -1.42  -1.84
H  0.22  1.77  1.93
N  1.21  -0.78  -1.39
N  1.09  0.32  0.56
O  -1.11  0.67  0.88
O  -1.85  -0.92  -0.71

Version 2
DFT (ωB97M-V/def2-TZVPD) results for a single C3H2N2O2 molecule.

Properties
Spin multiplicity ... 1
Frontier orbital gap ... 11.29 eV
SMILES string ... [H]/N=C(/C#N)OC=O
HOMO level ... -11.5 eV
Total charge ... 0

Cartesian coordinates (Å):
N  -1.77  -1.05  -0.06
C  -0.79  -0.29  0.09
O  0.51  -0.74  0.23
C  1.57  0.05  -0.14
O  1.50  1.08  -0.73
C  -0.97  1.15  0.22
N  -1.07  2.29  0.34
H  -1.49  -2.03  -0.12
H  2.50  -0.45  0.17

Version 3
DFT (ωB97M-V/def2-TZVPD) results for a single C3H2N2O2 molecule.

Properties
Spin multiplicity ... 1
Frontier orbital gap ... 11.68 eV
SMILES string ... [H]/N=C(/C#N)OC=O
HOMO level ... -11.7 eV
Total charge ... 0

Cartesian coordinates (Å):
N  -1.84  -1.01  0.01
C  -0.81  -0.30  0.07
O  0.47  -0.79  -0.01
C  1.54  0.07  -0.25
O  1.66  0.73  -1.23
C  -0.89  1.12  0.38
N  -0.87  2.24  0.68
H  -1.61  -1.99  -0.18
H  2.24  0.01  0.59

Which structure is the least stable? The one labeled version 1.

Version 1
DFT (ωB97M-V/def2-TZVPD) results for a molecular structure, C4H7FN2O.

Properties
Spin multiplicity ... 1
Frontier orbital gap ... 9.31 eV
HOMO level ... -8.5 eV
Total charge ... 0

Cartesian coordinates (Å):
C  0.37  0.28  0.10
C  1.84  0.24  0.62
C  -1.10  -1.55  0.06
C  -2.28  -0.73  0.30
H  -1.58  2.34  -0.32
H  2.17  1.31  0.45
H  1.84  -0.23  1.55
H  0.85  -1.62  -0.24
H  -0.89  -2.65  -0.26
H  -2.97  -1.62  0.47
H  -2.76  0.54  0.54
N  -0.14  1.43  0.14
N  0.08  -0.88  -0.45
O  -1.44  1.47  -0.40
F  2.46  -0.35  -0.37

Version 2
DFT (ωB97M-V/def2-TZVPD) results for a single C4H7FN2O molecule.

Properties
Spin multiplicity ... 1
Frontier orbital gap ... 9.19 eV
SMILES string ... CN(/C=N\O)/C=C/F
HOMO level ... -8.3 eV
Total charge ... 0

Cartesian coordinates (Å):
C  1.55  -0.25  1.09
C  -0.74  -1.01  0.64
C  -1.96  -0.46  0.50
C  0.44  0.21  -1.06
H  1.34  0.49  1.90
H  2.42  0.07  0.55
H  1.86  -1.21  1.60
H  -0.65  -1.98  1.14
H  -2.20  0.65  0.29
H  -0.38  -0.16  -1.69
H  2.31  2.56  -1.34
N  0.44  -0.38  0.19
N  1.12  1.14  -1.61
O  2.04  1.80  -0.78
F  -3.07  -1.24  0.75

Version 3
DFT (ωB97M-V/def2-TZVPD) results for a molecular structure, C4H7FN2O.

Properties
Spin multiplicity ... 1
Frontier orbital gap ... 8.86 eV
HOMO level ... -8.4 eV
Total charge ... 0

Cartesian coordinates (Å):
C  1.28  -0.53  0.52
C  0.95  0.86  0.00
C  -0.44  1.02  -0.16
C  -2.83  0.50  0.03
H  2.49  -2.15  -0.05
H  2.23  -0.79  -1.65
H  0.26  -1.22  0.30
H  1.75  -0.83  1.70
H  -0.71  2.10  -0.08
H  -1.13  -1.09  -0.29
H  -3.09  1.71  0.62
N  2.44  -1.11  -0.35
N  -1.43  -0.01  -0.30
O  -3.64  -0.34  -0.15
F  1.87  1.86  -0.15

Which structure is the least stable? The one labeled version 1.

Version 1
DFT (ωB97M-V/def2-TZVPD) results for a gas-phase ion, C4H8N3O2 (charge +1).

Properties
Spin multiplicity ... 1
Frontier orbital gap (spin up / spin down) ... 8.06 / 8.06 eV
SMILES string ... [NH2+]=NC[C@H]1CC(=O)NO1
HOMO level (spin up / spin down) ... -13.9 / -13.9 eV
Total charge ... +1

Cartesian coordinates (Å):
C  -0.65  -1.38  0.37
C  1.39  0.03  -0.31
C  0.27  -1.10  -0.87
C  -1.35  -0.05  0.31
N  -1.30  0.31  -1.02
N  0.72  1.22  -0.08
N  0.55  1.63  1.10
O  -0.45  -0.38  -1.80
O  -1.82  0.74  1.09
H  -1.30  -2.18  -0.05
H  -0.20  -1.49  1.32
H  2.04  -0.39  0.67
H  2.06  0.33  -1.09
H  0.96  -1.79  -1.29
H  -1.64  1.08  -1.57
H  1.02  1.28  1.88
H  -0.30  2.14  1.34

Version 2
DFT (ωB97M-V/def2-TZVPD) results for a gas-phase ion, C4H8N3O2 (charge +1).

Properties
Spin multiplicity ... 1
Frontier orbital gap ... 9.50 eV
SMILES string ... CCN[n+]1cc(=O)o[nH]1
HOMO level ... -15.3 eV
Total charge ... +1

Cartesian coordinates (Å):
C  1.24  0.66  0.55
C  2.60  0.61  -0.05
C  -1.72  0.48  -0.84
C  -1.58  0.11  0.62
N  1.51  -1.41  -0.14
N  0.69  -0.54  0.43
N  -0.63  -1.00  0.80
O  3.34  1.53  -0.13
O  2.64  -0.69  -0.59
H  0.85  1.42  1.10
H  -2.24  1.55  -0.85
H  -0.78  0.59  -1.29
H  -2.46  -0.34  -1.37
H  -1.20  0.96  1.32
H  -2.53  -0.23  1.06
H  1.14  -1.88  -0.98
H  -0.84  -1.83  0.36

Version 3
DFT (ωB97M-V/def2-TZVPD) results for 2 unconnected molecules or ions with the total composition C4H8N3O2.

Properties
Spin multiplicity ... 1
Frontier orbital gap ... 10.30 eV
HOMO level ... -14.5 eV
Total charge ... +1

Cartesian coordinates (Å):
C  1.62  0.55  0.10
C  -0.37  -0.99  -0.22
C  0.98  1.55  0.63
C  -2.49  0.37  0.30
N  -0.02  -0.37  -1.36
N  -1.56  -0.62  0.48
N  2.35  -0.43  -0.05
O  0.23  -1.92  0.30
O  -2.26  1.42  -0.20
H  1.43  1.96  1.48
H  0.03  2.01  0.41
H  -3.50  0.07  0.67
H  0.62  -0.96  -1.94
H  -1.77  -1.30  1.20
H  3.33  -0.54  -0.44
H  1.88  -1.36  0.30
H  -0.48  0.57  -1.66

Which structure is the least stable? The one labeled version 2.

Version 1
DFT (ωB97M-V/def2-TZVPD) results for a gas-phase ion, C8H16N3 (charge +1).

Properties
Spin multiplicity ... 1
Frontier orbital gap ... 8.63 eV
SMILES string ... CC(C)/C(N)=C/C=C\NC=[NH2+]
HOMO level ... -12.2 eV
Total charge ... +1

Cartesian coordinates (Å):
C  -2.45  0.14  -0.11
C  -1.13  -0.58  -0.19
C  -2.82  1.33  -0.51
C  -1.23  2.21  -2.20
C  -0.09  -0.42  0.62
C  2.11  -0.36  -0.37
C  1.69  -1.83  1.82
C  1.19  -1.21  0.48
N  -2.22  2.32  -1.30
N  -0.54  1.12  -2.40
N  -0.22  0.56  1.60
H  -3.22  -0.37  0.34
H  -1.14  -1.48  -0.82
H  -3.80  1.69  -0.17
H  -1.18  3.05  -2.82
H  1.95  0.72  -0.13
H  1.74  -0.38  -1.45
H  3.19  -0.56  -0.24
H  2.16  -1.16  2.50
H  2.40  -2.66  1.57
H  0.82  -2.27  2.06
H  0.93  -2.05  -0.24
H  -0.63  0.31  -1.66
H  -0.17  0.99  -3.30
H  0.03  0.17  2.47
H  -1.03  1.15  1.78
H  -2.67  3.25  -1.18

Version 2
DFT (ωB97M-V/def2-TZVPD) results for a gas-phase ion, C8H16N3 (charge +1).

Properties
Spin multiplicity ... 1
Frontier orbital gap ... 11.32 eV
SMILES string ... CC1=N[N@+](C)(N)C=CC1(C)C
HOMO level ... -14.1 eV
Total charge ... +1

Cartesian coordinates (Å):
C  0.10  -1.41  0.69
C  1.42  -1.11  0.62
C  -0.40  0.88  0.11
C  -0.96  -0.52  0.12
C  -1.34  2.08  0.01
C  -1.15  -0.95  -1.38
C  -2.32  -0.65  0.77
C  3.07  0.49  0.84
N  0.83  1.22  0.07
N  2.33  -0.12  -1.43
N  1.98  0.02  -0.02
H  -0.18  -2.31  1.15
H  2.05  -1.99  1.08
H  -0.78  2.92  -0.23
H  -1.99  2.09  0.91
H  -1.91  1.93  -1.04
H  -2.17  -0.95  -1.66
H  -0.77  -2.00  -1.55
H  -0.62  -0.18  -1.89
H  -2.67  -1.62  0.73
H  -2.90  -0.07  0.16
H  -2.46  -0.50  1.82
H  3.94  -0.17  0.69
H  3.44  1.45  0.35
H  2.78  0.32  2.00
H  3.23  0.43  -1.62
H  1.68  0.39  -1.97

Which structure is the least stable? The one labeled version 2.